No. 1
{
  "formula": "C5H8N4O3",
  "method": "wB97M-V/def2-TZVPD",
  "lumo_ev": 0.47,
  "species": ["C", "C", "C", "C", "C", "N", "N", "N", "N", "O", "O", "O", "H", "H", "H", "H", "H", "H", "H", "H"],
  "xyz": [[-0.70, 0.18, 0.40], [2.52, -0.98, 0.42], [-0.08, -0.57, 1.59], [1.12, 1.23, -0.47], [-2.46, 0.03, -1.30], [0.12, -1.02, 0.26], [1.34, -0.68, -0.30], [-0.10, 1.45, 0.00], [-2.05, 0.20, 0.02], [3.61, -0.61, -0.16], [2.37, -1.55, 1.46], [2.11, 1.73, -0.85], [0.72, -0.18, 2.11], [-0.68, -1.20, 2.31], [-2.42, 0.96, -1.82], [-3.48, -0.28, -1.25], [-1.98, -0.71, -1.89], [-0.72, 2.15, -0.29], [-2.72, -0.15, 0.68], [3.48, 0.01, -0.92]]
}

No. 2
{
  "formula": "C30H63Br31FNO5P2S2",
  "method": "wB97M-V/def2-TZVPD",
  "lumo_ev": 0.08,
  "species": ["O", "S", "O", "F", "N", "P", "O", "Br", "P", "O", "O", "S", "H", "H", "H", "Br", "C", "C", "Br", "H", "H", "H", "H", "Br", "C", "C", "Br", "H", "H", "H", "H", "Br", "C", "C", "Br", "H", "H", "H", "H", "Br", "C", "C", "Br", "H", "H", "H", "H", "Br", "C", "C", "Br", "H", "H", "H", "H", "Br", "C", "C", "Br", "H", "H", "H", "H", "Br", "C", "C", "Br", "H", "H", "H", "H", "Br", "C", "C", "Br", "H", "H", "H", "H", "Br", "C", "C", "Br", "H", "H", "H", "H", "Br", "C", "C", "Br", "H", "H", "H", "H", "Br", "C", "C", "Br", "H", "H", "H", "H", "Br", "C", "C", "Br", "H", "H", "H", "H", "Br", "C", "C", "Br", "H", "H", "H", "H", "Br", "C", "C", "Br", "H", "H", "H", "H", "Br", "C", "C", "Br", "H", "H", "H", "H"],
  "xyz": [[2.32, -4.04, 0.53], [2.27, -3.17, -0.62], [3.51, -3.12, -1.37], [1.16, -3.72, -1.59], [1.84, -1.60, -0.18], [3.02, -0.39, -0.80], [2.42, 0.09, -2.27], [2.75, 1.42, 0.53], [0.15, -1.24, -0.46], [-0.04, 0.36, -0.19], [-0.23, -1.47, -2.02], [-0.99, -2.23, 0.76], [3.17, -0.02, -2.87], [-0.92, 0.56, -0.53], [-1.17, -1.74, -1.98], [-2.29, -1.86, -4.96], [-4.10, -1.54, -4.34], [-4.18, -0.26, -3.56], [-3.43, -0.49, -1.78], [-4.40, -2.41, -3.77], [-4.72, -1.48, -5.24], [-5.22, 0.03, -3.40], [-3.64, 0.56, -4.02], [-7.37, 1.14, -1.66], [-8.31, 1.33, -3.35], [-9.21, 0.15, -3.62], [-8.18, -1.40, -4.18], [-7.56, 1.46, -4.12], [-8.90, 2.24, -3.26], [-9.89, 0.36, -4.44], [-9.78, -0.15, -2.74], [8.73, -3.86, 1.86], [6.96, -4.21, 2.60], [5.87, -3.91, 1.61], [5.55, -2.00, 1.44], [6.89, -3.63, 3.52], [6.97, -5.27, 2.85], [4.92, -4.32, 1.95], [6.09, -4.28, 0.62], [-3.85, 2.10, 0.85], [-5.65, 2.41, 1.52], [-5.73, 3.69, 2.32], [-4.97, 3.47, 4.10], [-5.92, 1.53, 2.10], [-6.27, 2.48, 0.64], [-6.77, 3.96, 2.49], [-5.21, 4.51, 1.86], [-8.77, 2.75, 4.74], [-8.78, 2.40, 6.65], [-8.71, 3.67, 7.45], [-6.92, 4.42, 7.46], [-7.94, 1.73, 6.85], [-9.71, 1.87, 6.84], [-8.95, 3.48, 8.49], [-9.37, 4.44, 7.07], [3.94, 5.79, -0.11], [2.98, 5.85, -1.80], [2.38, 4.51, -2.14], [3.73, 3.27, -2.79], [3.68, 6.21, -2.54], [2.19, 6.59, -1.65], [1.67, 4.61, -2.96], [1.90, 4.03, -1.30], [-3.84, -3.36, 3.05], [-5.39, -4.17, 2.19], [-5.04, -4.71, 0.83], [-4.87, -3.27, -0.47], [-6.17, -3.41, 2.16], [-5.70, -4.97, 2.86], [-5.84, -5.35, 0.46], [-4.11, -5.25, 0.82], [4.96, 8.03, -3.77], [6.35, 8.88, -2.70], [5.81, 9.39, -1.39], [4.79, 11.03, -1.63], [6.78, 9.66, -3.32], [7.10, 8.11, -2.53], [6.62, 9.65, -0.72], [5.15, 8.67, -0.91], [-1.66, -1.11, -8.41], [0.17, -0.63, -8.86], [1.16, -1.49, -8.13], [1.32, -0.95, -6.26], [0.28, 0.43, -8.64], [0.26, -0.78, -9.94], [2.16, -1.37, -8.55], [0.89, -2.54, -8.13], [0.77, 7.91, 3.05], [0.23, 7.71, 1.19], [-0.69, 6.54, 1.00], [0.29, 4.86, 1.04], [1.14, 7.63, 0.60], [-0.28, 8.64, 0.94], [-1.16, 6.57, 0.02], [-1.46, 6.47, 1.77], [15.12, -2.53, 2.81], [13.35, -2.88, 3.54], [12.27, -2.57, 2.54], [11.97, -0.65, 2.40], [13.27, -2.31, 4.45], [13.35, -3.95, 3.78], [11.32, -2.98, 2.87], [12.49, -2.93, 1.54], [7.77, -7.90, 2.65], [6.68, -8.48, 1.15], [5.31, -7.85, 1.18], [4.18, -8.69, 2.52], [6.64, -9.57, 1.18], [7.22, -8.17, 0.26], [4.80, -8.00, 0.23], [5.34, -6.79, 1.41], [-7.13, -5.19, -2.68], [-8.69, -5.91, -3.59], [-8.34, -6.44, -4.96], [-8.09, -5.00, -6.24], [-9.43, -5.12, -3.63], [-9.05, -6.72, -2.95], [-9.15, -7.04, -5.36], [-7.43, -7.03, -4.96], [-0.85, 11.72, 3.52], [-0.56, 12.15, 1.64], [-1.85, 12.19, 0.87], [-2.54, 10.40, 0.49], [0.15, 11.41, 1.26], [-0.09, 13.13, 1.64], [-1.70, 12.65, -0.11], [-2.64, 12.71, 1.40], [4.86, -8.31, 6.55], [4.09, -10.04, 6.12], [4.98, -11.17, 6.57], [6.50, -11.40, 5.38], [3.91, -10.05, 5.05], [3.14, -10.07, 6.65], [4.44, -12.12, 6.54], [5.38, -11.02, 7.57]]
}

No. 3
{
  "formula": "C3H7IN3",
  "method": "wB97M-V/def2-TZVPD",
  "charge": 1,
  "lumo_ev": -3.98,
  "species": ["C", "C", "C", "N", "N", "N", "I", "H", "H", "H", "H", "H", "H", "H"],
  "xyz": [[2.17, 0.57, 0.16], [0.24, 1.83, -0.03], [0.44, -1.65, -0.22], [1.64, 1.64, -0.10], [0.61, -0.60, 0.63], [-0.26, 0.44, 0.62], [4.01, -0.12, 0.03], [-0.14, 2.85, 0.47], [-0.15, 1.95, -1.04], [-0.01, -1.55, -1.21], [1.40, -2.14, -0.58], [-0.10, -2.48, 0.15], [-0.37, 0.68, 1.69], [-1.12, 0.39, -0.03]]
}

No. 4
{
  "formula": "C28H55ClN2O20P",
  "method": "wB97M-V/def2-TZVPD",
  "charge": 1,
  "lumo_ev": -2.83,
  "species": ["C", "C", "O", "C", "C", "O", "N", "C", "C", "N", "P", "C", "C", "C", "C", "Cl", "H", "H", "H", "H", "H", "H", "H", "H", "H", "H", "H", "H", "H", "H", "H", "H", "H", "H", "H", "C", "O", "C", "O", "O", "C", "H", "H", "H", "H", "H", "H", "C", "O", "C", "O", "O", "C", "H", "H", "H", "H", "H", "H", "C", "O", "C", "O", "O", "C", "H", "H", "H", "H", "H", "H", "C", "O", "C", "O", "O", "C", "H", "H", "H", "H", "H", "H", "C", "O", "C", "O", "O", "C", "H", "H", "H", "H", "H", "H", "C", "O", "C", "O", "O", "C", "H", "H", "H", "H", "H", "H"],
  "xyz": [[-1.48, -7.07, -0.91], [-1.84, -5.59, -1.06], [-0.69, -4.80, -1.42], [-1.14, -3.72, -2.22], [-0.14, -2.57, -2.22], [-0.54, -1.52, -3.16], [-1.76, -1.04, -2.86], [-2.09, -0.18, -1.85], [-3.41, 0.07, -1.82], [-3.92, -0.68, -2.89], [-5.70, -0.60, -3.17], [-6.24, -1.81, -4.45], [-6.41, -1.25, -1.55], [-7.62, -2.18, -1.75], [-2.93, -1.30, -3.49], [-3.03, -2.32, -4.86], [-0.73, -7.31, -1.67], [-2.38, -7.64, -1.19], [-1.19, -7.37, 0.10], [-2.33, -5.15, -0.17], [-2.58, -5.52, -1.87], [-2.08, -3.34, -1.76], [-1.31, -4.10, -3.25], [-0.06, -2.12, -1.22], [0.87, -2.86, -2.52], [-1.35, 0.24, -1.17], [-3.97, 0.70, -1.14], [-7.33, -1.78, -4.56], [-5.93, -2.83, -4.18], [-5.83, -1.48, -5.41], [-6.63, -0.42, -0.87], [-5.61, -1.86, -1.09], [-7.30, -3.08, -2.29], [-8.49, -1.70, -2.21], [-7.96, -2.52, -0.76], [0.56, 0.50, 4.93], [0.38, 0.15, 3.55], [-0.73, -0.55, 3.30], [-1.55, -0.89, 4.11], [-0.77, -0.80, 1.98], [-1.92, -1.55, 1.58], [1.49, 1.06, 5.00], [-0.26, 1.13, 5.27], [0.64, -0.40, 5.54], [-2.83, -0.99, 1.79], [-1.94, -2.52, 2.06], [-1.84, -1.69, 0.50], [-0.32, 0.19, -5.45], [0.34, 0.22, -6.72], [1.64, 0.50, -6.62], [2.23, 0.71, -5.59], [2.16, 0.51, -7.84], [3.56, 0.80, -7.89], [-1.37, -0.04, -5.63], [0.11, -0.58, -4.81], [-0.26, 1.17, -4.96], [4.13, 0.05, -7.34], [3.77, 1.79, -7.49], [3.86, 0.78, -8.93], [3.73, -2.01, 4.40], [3.75, -1.02, 5.43], [4.96, -0.83, 5.97], [5.97, -1.40, 5.66], [4.84, 0.11, 6.91], [6.06, 0.43, 7.59], [2.70, -2.07, 4.04], [4.37, -1.72, 3.57], [4.03, -2.98, 4.79], [6.80, 0.82, 6.89], [6.46, -0.45, 8.11], [5.83, 1.19, 8.32], [2.94, 0.58, -2.88], [2.88, 1.53, -1.81], [4.04, 1.72, -1.18], [5.08, 1.17, -1.43], [3.85, 2.62, -0.22], [5.02, 2.92, 0.55], [1.95, 0.51, -3.31], [3.63, 0.90, -3.65], [3.22, -0.41, -2.50], [5.79, 3.34, -0.09], [5.38, 2.03, 1.06], [4.73, 3.66, 1.29], [2.31, 2.62, 8.06], [1.92, 3.18, 9.31], [2.67, 2.78, 10.34], [3.60, 2.02, 10.28], [2.20, 3.37, 11.44], [2.91, 3.03, 12.63], [1.64, 3.01, 7.30], [3.33, 2.91, 7.81], [2.22, 1.53, 8.08], [3.95, 3.34, 12.56], [2.84, 1.96, 12.83], [2.44, 3.57, 13.45], [-0.20, 4.36, -5.73], [-1.38, 3.72, -5.24], [-2.50, 4.44, -5.42], [-2.58, 5.52, -5.93], [-3.52, 3.73, -4.92], [-4.79, 4.37, -5.05], [0.63, 3.69, -5.53], [-0.26, 4.53, -6.80], [-0.02, 5.30, -5.20], [-5.04, 4.54, -6.09], [-4.80, 5.31, -4.50], [-5.54, 3.71, -4.61]]
}

No. 5
{
  "formula": "C3H5N2O2",
  "method": "wB97M-V/def2-TZVPD",
  "charge": 1,
  "lumo_ev": [-5.76, -7.40],
  "species": ["C", "C", "C", "N", "N", "O", "O", "H", "H", "H", "H", "H"],
  "xyz": [[0.54, -0.61, -1.29], [0.74, -0.89, 0.05], [-1.28, 0.01, -0.18], [-0.79, -0.20, -1.45], [-0.42, -0.42, 0.74], [0.76, 1.81, 1.85], [-0.53, -0.30, 1.96], [1.07, -0.67, -2.24], [1.66, -1.22, 0.63], [-2.34, 0.35, 0.09], [-1.06, 0.26, -2.29], [1.67, 1.89, 2.13]]
}

No. 6
{
  "formula": "C35H55Br42Cl2N2O5Si",
  "method": "wB97M-V/def2-TZVPD",
  "charge": 1,
  "lumo_ev": -2.62,
  "species": ["C", "C", "C", "O", "C", "C", "C", "N", "O", "C", "C", "C", "C", "O", "Cl", "C", "Cl", "C", "C", "N", "C", "C", "O", "Si", "C", "C", "C", "C", "O", "C", "C", "H", "H", "H", "H", "H", "H", "H", "H", "H", "H", "H", "H", "H", "H", "H", "H", "H", "H", "H", "H", "H", "H", "H", "H", "H", "H", "H", "H", "H", "H", "H", "H", "H", "H", "H", "H", "H", "H", "H", "H", "H", "C", "Br", "Br", "Br", "H", "C", "Br", "Br", "Br", "H", "C", "Br", "Br", "Br", "H", "C", "Br", "Br", "Br", "H", "C", "Br", "Br", "Br", "H", "C", "Br", "Br", "Br", "H", "C", "Br", "Br", "Br", "H", "C", "Br", "Br", "Br", "H", "C", "Br", "Br", "Br", "H", "C", "Br", "Br", "Br", "H", "C", "Br", "Br", "Br", "H", "C", "Br", "Br", "Br", "H", "C", "Br", "Br", "Br", "H", "C", "Br", "Br", "Br", "H"],
  "xyz": [[0.67, 4.20, -6.29], [1.18, 3.22, -5.22], [0.40, 1.91, -5.15], [-0.28, 1.87, -3.90], [-1.43, 1.09, -3.83], [-2.63, 1.94, -4.29], [-2.97, 1.80, -5.77], [-3.96, 2.37, -6.29], [-1.44, -0.07, -4.62], [-0.52, -1.07, -4.24], [-0.73, -1.60, -2.81], [-2.07, -2.34, -2.82], [-2.66, -2.77, -1.49], [-2.59, -3.92, -1.07], [-3.52, -1.55, -0.53], [0.43, -2.54, -2.52], [0.41, -3.03, -0.78], [0.51, -3.78, -3.45], [0.30, -5.14, -2.81], [-0.72, -0.37, -1.91], [0.66, 0.14, -1.63], [0.87, 1.55, -1.10], [2.25, 1.80, -1.25], [3.20, 1.54, 0.12], [3.50, -0.30, 0.43], [4.87, 2.26, -0.30], [2.57, 2.42, 1.65], [-1.73, 0.64, -2.40], [-1.90, 1.65, -1.51], [-3.20, 1.95, -0.99], [-3.26, 1.60, 0.50], [1.51, 4.59, -6.84], [0.19, 5.05, -5.84], [-0.04, 3.75, -6.97], [1.08, 3.71, -4.27], [2.23, 3.03, -5.35], [-0.27, 1.90, -6.00], [1.10, 1.09, -5.28], [-2.42, 2.98, -4.12], [-3.53, 1.61, -3.78], [-2.34, 1.23, -6.43], [-4.48, 2.91, -5.59], [0.49, -0.70, -4.36], [-0.63, -1.87, -4.95], [-2.82, -1.74, -3.32], [-2.03, -3.25, -3.41], [1.39, -2.08, -2.63], [1.49, -3.81, -3.90], [-0.20, -3.72, -4.27], [-0.64, -5.24, -2.29], [1.14, -5.45, -2.21], [0.27, -5.85, -3.63], [-1.10, -0.66, -1.00], [1.32, 0.02, -2.48], [1.07, -0.52, -0.88], [0.33, 2.32, -1.62], [0.57, 1.60, -0.05], [2.95, -0.69, 1.28], [4.55, -0.52, 0.48], [3.13, -0.83, -0.45], [5.14, 1.94, -1.30], [4.80, 3.34, -0.34], [5.63, 1.95, 0.40], [3.41, 2.49, 2.33], [2.12, 3.38, 1.45], [1.84, 1.80, 2.15], [-2.68, 0.14, -2.52], [-3.29, 3.03, -1.06], [-4.04, 1.55, -1.55], [-2.42, 0.96, 0.72], [-4.19, 1.10, 0.76], [-3.14, 2.49, 1.09], [-0.63, -4.76, 2.80], [0.97, -3.67, 2.72], [-0.25, -6.49, 3.54], [-2.02, -3.87, 3.78], [-1.00, -4.90, 1.79], [0.01, -0.53, 4.06], [-0.87, 0.60, 5.34], [-0.40, 0.04, 2.27], [1.90, -0.65, 4.37], [-0.39, -1.53, 4.16], [-5.01, -0.24, 6.60], [-4.25, 1.43, 7.17], [-3.77, -1.26, 5.54], [-5.68, -1.26, 8.08], [-5.85, -0.01, 5.96], [-3.73, 6.26, -1.23], [-3.92, 8.06, -1.83], [-4.86, 5.05, -2.22], [-1.89, 5.68, -1.26], [-4.06, 6.23, -0.20], [6.20, 6.48, -2.04], [5.38, 6.28, -0.31], [7.35, 5.00, -2.48], [4.90, 6.80, -3.41], [6.83, 7.36, -1.98], [2.04, -0.68, 8.40], [3.81, -0.03, 8.79], [1.64, -2.28, 9.39], [0.70, 0.68, 8.67], [2.02, -0.94, 7.36], [-7.57, -4.70, 8.46], [-8.14, -4.67, 10.29], [-6.49, -6.25, 8.08], [-9.05, -4.56, 7.25], [-6.95, -3.84, 8.30], [-1.43, -9.22, 0.62], [0.47, -9.28, 0.29], [-2.44, -9.02, -1.01], [-2.03, -10.74, 1.63], [-1.62, -8.34, 1.22], [3.46, -5.76, 11.03], [3.67, -4.24, 12.18], [1.61, -6.27, 10.86], [4.27, -5.47, 9.31], [3.98, -6.59, 11.49], [-1.22, -13.67, -1.06], [0.67, -13.74, -1.39], [-2.22, -13.47, -2.70], [-1.82, -15.19, -0.05], [-1.41, -12.79, -0.46], [5.92, 2.09, -4.98], [4.58, 2.41, -3.64], [6.86, 0.45, -4.66], [5.18, 2.15, -6.76], [6.64, 2.89, -4.91], [11.47, 6.41, -2.78], [10.66, 6.16, -1.05], [12.62, 4.93, -3.24], [10.16, 6.74, -4.15], [12.09, 7.29, -2.71], [-1.91, 3.77, 3.06], [-1.75, 5.25, 4.27], [-3.74, 3.15, 2.93], [-1.17, 4.18, 1.32], [-1.34, 2.95, 3.47], [-6.26, 9.16, 2.02], [-6.92, 9.61, 0.27], [-5.26, 7.50, 2.03], [-5.24, 10.59, 2.79], [-7.12, 9.00, 2.66]]
}